DFT (wB97M-V/def2-TZVPD) results for C6H8 in the gas phase at a distorted geometry.

Calculated values
* <S²>: 2.035
* F_max: 0.152 Eh/bohr
* HOMO-LUMO gap (alpha / beta): 5.7463 / 8.1940 eV
* energy relative to the best compared isomer or geometry (same formula, charge and spin): 2.660 eV
* HOMO energy (alpha / beta): -4.71 / -9.99 eV

Structure (ORCA input):
```
! wB97M-V def2-TZVPD RIJCOSX def2/J DEFGRID3
* xyz 0 3
C -0.4289 -0.9920 0.1470
C 0.7195 -0.1061 0.3216
C -1.1088 -2.0715 -0.1396
C -0.4668 0.4788 0.0983
C 2.1859 -0.0527 0.0842
C -1.3037 1.6762 0.0295
H -2.2635 -2.1265 -0.2256
H -0.5051 -3.0362 -0.2320
H 2.5563 -0.9733 -0.6361
H 2.8295 -0.0537 1.0018
H 2.5042 0.8815 -0.5115
H -0.8155 2.6403 -0.3146
H -1.8174 2.0816 1.0044
H -2.0858 1.6535 -0.6272
*
```

Atomic partial charges in e from the Mulliken method, atoms 1 to 4: atom 1 (C): 0.224, atom 2 (C): -0.080, atom 3 (C): -0.665, atom 4 (C): 0.323

=====

DFT (wB97M-V/def2-TZVPD) results for a molecular structure, C6H8 at a distorted geometry.

Calculated values
* <S²>: 0.945
* F_max: 0.092 Eh/bohr
* HOMO-LUMO gap (alpha / beta): 6.6137 / 6.5633 eV
* energy relative to the best compared isomer or geometry (same formula, charge and spin): 4.372 eV
* HOMO energy (alpha / beta): -13.94 / -13.79 eV

Structure (ORCA input):
```
! wB97M-V def2-TZVPD RIJCOSX def2/J DEFGRID3
* xyz 1 2
C 0.0433 -0.8529 -1.3281
C -0.3090 0.4046 -1.8985
C -1.3991 -0.4917 0.7150
C -0.3063 -0.2593 -0.0693
C 0.9334 0.3102 0.4507
C 1.3883 0.2771 1.7732
H -0.4618 -1.7641 -1.6862
H -1.2134 0.9950 -1.8481
H 0.5112 1.0653 -2.0277
H -1.7416 0.2552 1.5289
H -2.2023 -1.1106 0.2338
H 1.7361 0.5289 -0.3859
H 2.4135 0.6395 2.1092
H 0.6077 0.0028 2.4330
*
```

Atomic partial charges in e from the Mulliken method, atoms 1 to 4: atom 1 (C): -0.494, atom 2 (C): -0.187, atom 3 (C): -0.715, atom 4 (C): 0.886

=====

DFT (wB97M-V/def2-TZVPD) results for a molecular structure, C6H8AgMgO6 at a distorted geometry.

Calculated values
* F_max: 0.109 Eh/bohr
* HOMO-LUMO gap: 6.4943 eV
* energy relative to the best compared isomer or geometry (same formula, charge and spin): 1.815 eV
* HOMO energy: -11.92 eV

Structure (ORCA input):
```
! wB97M-V def2-TZVPD RIJCOSX def2/J DEFGRID3
* xyz 1 1
O -2.3426 -0.1099 1.6688
C -1.7272 -0.7875 0.7324
C -2.5801 1.2716 1.3300
O -1.4040 -1.9767 0.8957
O -1.4448 -0.1208 -0.3271
C -1.2111 1.8525 1.0114
H -3.0062 1.7459 2.2187
H -3.2127 1.3459 0.4384
H -0.7001 1.9388 1.9795
H -1.4245 2.8726 0.6670
O 1.8433 0.5382 -0.5810
C 1.3123 1.0632 0.5600
C 2.5645 -0.6973 -0.5014
O 0.3637 1.8441 0.1977
O 0.6670 -1.5801 -1.6888
C 2.0596 -1.5844 -1.6328
H 2.3549 -1.1506 0.4774
H 3.6408 -0.5011 -0.5980
H 2.4727 -2.5968 -1.4828
H 2.4513 -1.2009 -2.5923
Ag 0.0988 0.3182 -1.8415
Mg -0.7757 -2.4848 -0.9313
*
```

Atomic partial charges in e from the Mulliken method, atoms 1 to 4: atom 1 (O): -0.344, atom 2 (C): 1.054, atom 3 (C): -0.334, atom 4 (O): -0.764

=====

DFT (wB97M-V/def2-TZVPD) results for 2 unconnected molecules or ions with the total composition C6H8BBrF4N4OS2 at a distorted geometry.

Calculated values
* F_max: 0.060 Eh/bohr
* HOMO-LUMO gap: 6.7819 eV
* HOMO energy: -9.68 eV

Structure (ORCA input):
```
! wB97M-V def2-TZVPD RIJCOSX def2/J DEFGRID3
* xyz 0 1
N 0.4277 0.1564 -2.4933
C -0.2350 -0.3206 -1.4926
N -1.3633 0.2072 -0.7774
C -0.8995 -0.0191 0.6381
S 0.1595 1.4383 0.9618
C -0.2073 -1.4397 0.5624
N 0.8563 -1.7704 1.5204
C 1.9529 -1.3397 1.1920
S 3.2109 -0.3819 1.0985
N 0.1260 -1.5324 -0.8736
C -0.1948 -2.7751 -1.5873
C 1.1855 -3.4201 -2.0143
O 1.7270 -4.2116 -1.3770
Br 1.9582 -2.7305 -3.7108
H 0.0169 0.7072 -3.2452
H 1.4389 -0.0018 -2.4985
H -2.1453 -0.4399 -0.9702
H -1.7760 -0.0656 1.3228
H -0.4419 2.5514 0.4439
H -1.0477 -2.1448 0.7895
H -0.7062 -3.5202 -0.9372
H -0.8399 -2.6378 -2.4819
B -0.6413 4.7428 3.1916
F 0.4112 4.3412 2.3199
F -1.8651 4.1891 2.7171
F -0.3781 4.2655 4.4959
F -0.7295 6.1517 3.2054
*
```

Atomic partial charges in e from the Mulliken method, atoms 1 to 4: atom 1 (N): -0.103, atom 2 (C): -0.050, atom 3 (N): -0.498, atom 4 (C): 0.075

=====

DFT (wB97M-V/def2-TZVPD) results for a molecular structure, C6H8Br2IrN3O.

Calculated values
* <S²>: 6.040
* F_max: 0.017 Eh/bohr
* HOMO-LUMO gap (alpha / beta): 6.4237 / 6.3173 eV
* HOMO energy (alpha / beta): -24.60 / -25.85 eV

Structure (ORCA input):
```
! wB97M-V def2-TZVPD RIJCOSX def2/J DEFGRID3
* xyz 4 5
Ir 0.0006 0.1070 0.0731
Br -1.3247 -0.9531 -1.8495
C -2.5008 -1.9016 -0.5843
Br -1.8568 -1.4122 1.1956
H -2.3799 -2.9738 -0.7372
H -3.5164 -1.5259 -0.7143
O -0.5032 3.0505 -0.1060
N -0.3173 2.0322 0.2020
N 2.4527 -0.6348 2.5318
C 2.9009 -0.6581 1.2984
C 4.2737 -1.0358 1.0878
C 4.8281 -1.0412 -0.1831
C 4.0240 -0.6348 -1.2365
C 2.6793 -0.2859 -0.9935
N 2.0855 -0.3123 0.2168
H 3.0757 -0.8701 3.3082
H 1.5182 -0.3598 2.8120
H 4.8673 -1.3037 1.9582
H 5.8603 -1.3413 -0.3404
H 4.3973 -0.5787 -2.2547
H 2.0741 0.0237 -1.8430
*
```

Atomic partial charges in e from the Mulliken method, atoms 1 to 4: atom 1 (Ir): 1.167, atom 2 (Br): 0.177, atom 3 (C): -0.337, atom 4 (Br): 0.190

=====

DFT (wB97M-V/def2-TZVPD) results for a gas-phase ion, C6H8BrCl2O2 (charge -1) at a distorted geometry.

Calculated values
* structure (SMILES): CC[C@](Br)(C(=O)[O-])C(C)(Cl)Cl
* F_max: 0.116 Eh/bohr
* HOMO-LUMO gap: 7.7094 eV
* energy relative to the best compared isomer or geometry (same formula, charge and spin): 0.000 eV
* HOMO energy: -4.56 eV

Structure (ORCA input):
```
! wB97M-V def2-TZVPD RIJCOSX def2/J DEFGRID3
* xyz -1 1
C -1.8702 1.2027 -1.0691
C -1.0116 -0.0051 -0.5682
C 0.4040 0.3739 -0.2357
Br 0.5012 1.9333 0.8261
C 1.2392 0.4592 -1.5628
O 1.0547 -0.5671 -2.2088
O 1.9226 1.4377 -1.7297
C 1.1803 -0.9622 0.7194
C 0.5149 -0.8590 2.1279
Cl 0.8204 -2.5305 -0.0456
Cl 2.8760 -0.6021 0.7893
H -1.4823 1.4566 -2.1247
H -2.8055 0.7811 -1.1742
H -1.7373 1.9690 -0.4373
H -1.5485 -0.5531 0.3362
H -1.0624 -0.8969 -1.2637
H 1.0514 -0.1668 2.8969
H 0.4133 -1.9462 2.6187
H -0.4601 -0.5246 2.1054
*
```

Atomic partial charges in e from the Mulliken method, atoms 1 to 4: atom 1 (C): -1.424, atom 2 (C): -0.445, atom 3 (C): -0.099, atom 4 (Br): -0.027

=====

DFT (wB97M-V/def2-TZVPD) results for 2 unconnected molecules or ions with the total composition C6H8BrN at a distorted geometry.

Calculated values
* structure (SMILES): C=C1[C@H]2CN=C[C@@H]12.Br
* F_max: 0.068 Eh/bohr
* HOMO-LUMO gap: 9.9857 eV
* energy relative to the best compared isomer or geometry (same formula, charge and spin): 2.033 eV
* HOMO energy: -9.29 eV

Structure (ORCA input):
```
! wB97M-V def2-TZVPD RIJCOSX def2/J DEFGRID3
* xyz 0 1
C -0.8125 0.4169 -1.9459
C -0.2178 -0.0511 -0.8694
C 0.8561 -0.8819 -0.4061
C 2.0369 -0.2776 0.1992
N 1.6316 0.5254 1.3197
C 0.3805 0.4364 1.5351
C -0.3046 -0.4439 0.6031
H -1.8255 0.8508 -1.9976
H -0.3907 0.0291 -2.8742
H 1.0366 -2.0021 -0.6790
H 2.6242 -1.1080 0.5959
H 2.5452 0.2482 -0.5094
H -0.2094 0.7822 2.3391
H -1.0447 -1.1158 0.8733
Br -3.6171 0.7987 1.0131
H -2.6890 1.7928 0.8029
*
```

Atomic partial charges in e from the Mulliken method, atoms 1 to 4: atom 1 (C): -0.621, atom 2 (C): 0.313, atom 3 (C): -0.404, atom 4 (C): -0.450

=====

DFT (wB97M-V/def2-TZVPD) results for C6H8BrN3O5 in the gas phase at a distorted geometry.

Calculated values
* <S²>: 2.009
* F_max: 0.186 Eh/bohr
* HOMO-LUMO gap (alpha / beta): 6.5578 / 7.9211 eV
* HOMO energy (alpha / beta): -6.22 / -10.11 eV

Structure (ORCA input):
```
! wB97M-V def2-TZVPD RIJCOSX def2/J DEFGRID3
* xyz 0 3
C 2.0180 0.6291 -0.8567
C 0.0184 2.1738 -0.3652
C 1.7392 -0.4308 0.1957
C -1.1693 0.1118 0.0006
C -1.4633 -0.8994 1.1218
C -2.2355 -1.2440 -1.5940
N 1.3192 1.7530 -0.9554
N -0.5230 1.1291 0.3722
N 1.8956 -0.2243 1.4490
O 3.0847 0.5621 -1.4311
O -0.3814 3.2544 -0.7271
O 1.9934 1.0946 1.8410
O 1.8597 -1.0914 2.3126
O -1.4661 -0.1167 -1.2923
Br 1.4968 -2.1760 -0.2549
H -2.0255 -0.3685 1.7897
H -0.4683 -1.0842 1.5199
H -1.9489 -1.9020 0.7565
H -1.7800 -1.7659 -2.4745
H -3.3012 -0.9659 -1.8597
H -2.2890 -1.9666 -0.7372
H 1.6824 2.3672 -1.6535
H 1.9441 1.1605 2.8426
*
```

Atomic partial charges in e from the Mulliken method, atoms 1 to 4: atom 1 (C): 0.476, atom 2 (C): 0.372, atom 3 (C): -0.362, atom 4 (C): 0.749